1) 22
Properties=species:S:1:pos:R:3:lowdin_charge:R:1 method="wB97M-V/def2-TZVPD" gap_ev=9.7 lumo_energy_ev=1.0414 smiles="C=C/C=C/[C@@H]1[C@@H](C)[C@H]1N"
C -2.646 1.014 -2.963 -0.0043
C -2.119 -0.167 -2.641 -0.1769
C -1.362 -0.423 -1.382 -0.1313
C -0.631 0.458 -0.790 -0.0965
C 0.073 0.277 0.536 -0.2109
C 1.555 -0.136 0.665 -0.2776
C 2.595 0.505 1.553 -0.0964
C 0.434 -1.049 1.200 -0.3442
N 0.074 -1.138 2.614 -0.0034
H -3.168 1.175 -3.914 0.0580
H -2.634 1.794 -2.231 0.0486
H -2.316 -1.038 -3.283 0.0950
H -1.642 -1.343 -0.896 0.1065
H -0.326 1.409 -1.258 0.1252
H -0.132 1.140 1.214 0.1455
H 2.025 -0.446 -0.297 0.1404
H 2.886 1.430 1.036 0.0712
H 3.497 -0.143 1.598 0.0763
H 2.321 0.706 2.657 0.0880
H 0.349 -2.026 0.596 0.1592
H 0.374 -0.117 3.066 0.1320
H 0.794 -1.883 2.920 0.0956

---

2) 22
Properties=species:S:1:pos:R:3:lowdin_charge:R:1 method="wB97M-V/def2-TZVPD" gap_ev=9.0 lumo_energy_ev=1.1012 smiles="C=CC=C(C)C.C1=CN1"
C -0.880 1.735 2.646 0.0007
C -0.337 0.832 1.815 -0.1963
C 0.388 1.212 0.627 -0.1083
C 1.124 0.368 -0.136 -0.2670
C 1.364 -1.062 0.162 -0.0702
C 1.924 0.868 -1.429 -0.0071
H -1.369 1.499 3.476 -0.0074
H -0.734 2.830 2.364 0.0847
H -0.479 -0.176 2.274 0.1076
H 0.153 2.162 0.285 0.0823
H 0.921 -1.658 -0.563 0.0271
H 1.000 -1.213 1.203 0.0816
H 2.385 -1.373 0.131 0.0729
H 1.526 0.357 -2.181 0.0216
H 1.761 1.905 -1.536 0.0618
H 2.915 0.634 -1.372 0.0442
C -1.806 -0.801 -1.624 -0.0719
C -2.276 -1.474 -0.608 -0.0761
N -1.149 -2.119 -1.316 -0.0274
H -1.883 0.074 -2.347 0.1223
H -2.935 -1.859 0.092 0.0740
H -1.613 -2.741 -1.965 0.0508

---

3) 22
Properties=species:S:1:pos:R:3:lowdin_charge:R:1 method="wB97M-V/def2-TZVPD" gap_ev="7.8 / 7.8" lumo_energy_ev="0.4299 / 0.4295" smiles="C=CN(C)C=C.C=C=C"
C 2.133 -0.099 0.629 0.0169
C 0.994 0.476 0.111 -0.2418
N -0.152 0.757 0.893 -0.1797
C -0.435 -0.175 1.922 -0.0720
C -1.182 1.550 0.413 -0.1788
C -1.235 2.267 -0.710 -0.0005
H 2.112 -0.839 1.409 0.0407
H 3.048 -0.031 0.066 0.0498
H 1.158 1.230 -0.647 0.1079
H -0.525 -1.226 1.366 0.0797
H 0.405 -0.254 2.614 0.0832
H -1.355 0.064 2.448 0.0884
H -2.072 1.491 1.027 0.1083
H -2.124 2.829 -0.937 0.0424
H -0.419 2.355 -1.409 0.0343
C -0.202 -2.142 -0.200 -0.0393
C 0.151 -1.174 -1.075 -0.2038
C 0.085 -0.727 -2.307 0.0093
H -1.151 -2.649 -0.305 0.0806
H 0.570 -2.641 0.373 0.0705
H 0.021 0.328 -2.529 0.0404
H 0.174 -1.391 -3.154 0.0635

---

Winner for stability: 1)

---

1) 7
Properties=species:S:1:pos:R:3:lowdin_charge:R:1 method="wB97M-V/def2-TZVPD" gap_ev=11.2 lumo_energy_ev=0.4532 smiles="O=[N+]([O-])C(F)F"
O 0.978 -1.462 -0.577 0.0548
N 0.950 -0.345 -0.109 -0.3385
O 1.803 0.373 0.250 0.1186
C -0.755 0.224 0.111 -0.2178
F -1.124 0.816 -1.029 0.1090
F -0.545 1.097 1.091 0.1150
H -1.307 -0.702 0.263 0.1589

---

2) 7
Properties=species:S:1:pos:R:3:lowdin_charge:R:1 method="wB97M-V/def2-TZVPD" gap_ev=10.3 lumo_energy_ev=-0.4849 smiles="O=NOC(F)F"
O 2.679 0.484 0.237 0.0739
N 1.508 0.623 0.149 -0.0091
O 0.638 -0.621 -0.076 -0.0825
C -0.904 -0.154 -0.052 -0.4386
F -1.453 -0.580 1.014 0.1685
F -1.501 -0.714 -1.077 0.1196
H -0.967 0.962 -0.195 0.1681

---

Winner for stability: 2)

---

1) 7
Properties=species:S:1:pos:R:3:lowdin_charge:R:1 method="wB97M-V/def2-TZVPD" gap_ev="8.1 / 8.8" lumo_energy_ev="-0.9843 / -1.4392"
C -0.148 0.920 0.130 -0.3635
C 0.118 -0.392 -0.402 -0.8706
O -1.329 1.221 0.017 0.0279
F -0.964 -0.956 -0.882 -0.0126
I 1.901 -1.284 -0.952 0.9062
H 0.741 1.488 0.483 0.1219
H -0.320 -0.997 1.607 0.1907

---

2) 7
Properties=species:S:1:pos:R:3:lowdin_charge:R:1 method="wB97M-V/def2-TZVPD" gap_ev=9.5 lumo_energy_ev=-0.7309 smiles="O=C[C@@H](F)I"
O -1.488 1.046 0.917 0.0806
C -0.753 0.117 0.722 -0.2671
C 0.241 -0.015 -0.510 -0.6264
F 0.349 1.220 -1.187 -0.1039
I 2.299 -0.862 -0.184 0.7089
H -0.511 -0.748 1.494 0.1348
H -0.138 -0.758 -1.253 0.0731

---

3) 7
Properties=species:S:1:pos:R:3:lowdin_charge:R:1 method="wB97M-V/def2-TZVPD" gap_ev=8.6 lumo_energy_ev=-0.7448 smiles="F/C=C/OI"
F -2.152 -0.701 0.112 0.0211
C -1.085 -0.097 -0.424 -0.1563
C -0.018 0.056 0.323 -0.0858
O 1.331 0.738 -0.276 -0.8664
I 3.034 0.063 0.374 0.8760
H -1.238 0.228 -1.440 0.1252
H 0.128 -0.288 1.330 0.0861

---

Winner for stability: 2)

---

1) 16
Properties=species:S:1:pos:R:3:lowdin_charge:R:1 method="wB97M-V/def2-TZVPD" gap_ev=7.9 lumo_energy_ev=0.8587
C -0.532 -0.886 -1.628 -0.0704
C -0.233 -0.753 -0.133 -0.3507
C 1.134 -0.150 0.159 -0.1761
C 0.871 1.209 0.516 -0.2735
O -0.394 1.526 0.559 -0.0373
C -1.136 0.274 0.568 -0.1069
H 0.202 -1.541 -2.110 0.0783
H -1.528 -1.311 -1.804 0.0776
H -0.482 0.091 -2.123 0.0861
H -0.370 -1.728 0.352 0.1354
H 1.287 0.120 1.506 0.0806
H 2.014 -0.395 -0.427 0.1156
H 1.574 2.034 0.541 0.1379
H 1.127 0.951 2.369 0.0420
H -1.274 0.034 1.630 0.1296
H -2.096 0.469 0.089 0.1317

---

2) 16
Properties=species:S:1:pos:R:3:lowdin_charge:R:1 method="wB97M-V/def2-TZVPD" gap_ev=10.1 lumo_energy_ev=0.9774
O 0.011 -1.155 -1.967 -0.1814
C 0.374 0.157 -2.129 -0.4115
C 0.845 0.564 -0.768 -0.0880
C -0.378 -0.038 0.371 -0.2193
C 0.346 0.057 1.708 -0.1759
C -0.659 -1.001 1.625 -0.0791
H -0.278 -0.979 -0.745 0.1461
H -0.411 0.823 -2.542 0.1151
H 1.304 0.394 -2.696 0.1226
H 0.990 1.649 -0.627 0.1162
H 1.760 0.007 -0.531 0.1071
H -1.253 0.596 0.241 0.1202
H 1.386 -0.264 1.660 0.1105
H 0.169 0.960 2.271 0.1064
H -0.376 -2.047 1.602 0.1000
H -1.604 -0.816 2.156 0.1110

---

3) 16
Properties=species:S:1:pos:R:3:lowdin_charge:R:1 method="wB97M-V/def2-TZVPD" gap_ev=9.5 lumo_energy_ev=1.0012
C -0.674 -1.731 0.037 -0.0436
C -0.605 -0.213 0.312 -0.4588
O -1.916 0.315 0.145 -0.0413
C 0.417 0.356 -0.825 -0.1565
C 1.306 1.334 -0.043 -0.1468
C 0.444 0.731 1.107 -0.1037
H 0.268 -2.223 0.277 0.0767
H -0.811 -1.807 -1.064 0.0831
H -1.493 -2.324 0.471 0.0785
H -2.188 0.022 -0.746 0.0946
H 0.998 -0.486 -1.182 0.1008
H -0.256 0.835 -1.512 0.1040
H 1.191 2.413 -0.261 0.1045
H 2.399 1.136 -0.036 0.1047
H -0.139 1.511 1.565 0.1021
H 1.060 0.131 1.756 0.1017

---

Winner for stability: 3)

---

1) 16
Properties=species:S:1:pos:R:3:lowdin_charge:R:1 method="wB97M-V/def2-TZVPD" gap_ev=10.7 lumo_energy_ev=1.0647 smiles="CC[C@@H](C)C=O"
C 2.028 -0.093 -0.269 -0.1077
C 0.793 -0.620 0.488 -0.2157
C -0.528 -0.254 -0.228 -0.3243
C -1.896 -0.272 0.534 -0.0453
C -0.535 1.187 -0.673 -0.2819
O -0.026 2.094 -0.057 0.0490
H 1.981 0.994 -0.366 0.0589
H 2.957 -0.329 0.264 0.0728
H 2.113 -0.520 -1.278 0.0773
H 0.882 -1.711 0.574 0.1073
H 0.814 -0.222 1.508 0.1106
H -0.629 -0.907 -1.104 0.1339
H -1.809 -0.537 1.591 0.0823
H -2.352 0.728 0.522 0.0752
H -2.623 -0.931 0.053 0.0748
H -1.171 1.391 -1.559 0.1328

---

2) 16
Properties=species:S:1:pos:R:3:lowdin_charge:R:1 method="wB97M-V/def2-TZVPD" gap_ev=11.3 lumo_energy_ev=1.1191 smiles=CCC[C@H]1CO1
C -1.479 1.119 0.165 -0.1193
C -1.232 -0.348 0.276 -0.2854
C 0.114 -0.864 0.713 -0.1649
C 1.076 -0.808 -0.437 -0.3880
C 1.813 0.397 -0.704 -0.0717
O 2.454 -0.850 -0.179 -0.0369
H -0.760 1.567 -0.520 0.0654
H -1.319 1.587 1.139 0.0763
H -2.466 1.445 -0.183 0.0777
H -1.419 -0.760 -0.750 0.1205
H -2.021 -0.767 0.900 0.1051
H 0.027 -1.910 1.024 0.1212
H 0.509 -0.293 1.559 0.1273
H 0.773 -1.377 -1.320 0.1490
H 2.102 0.665 -1.717 0.1102
H 1.829 1.196 0.031 0.1135

---

Winner for stability: 1)

---

1) 16
Properties=species:S:1:pos:R:3:lowdin_charge:R:1 method="wB97M-V/def2-TZVPD" gap_ev=9.5 lumo_energy_ev=0.8645 smiles=CC[C@H]1C[C@H]1O
C -2.111 0.378 0.148 -0.1146
C -0.951 -0.470 -0.365 -0.2426
C 0.298 -0.347 0.487 -0.2203
C 1.533 -1.039 -0.006 -0.0798
C 1.579 0.423 -0.005 -0.3650
O 1.591 1.147 -1.182 -0.0053
H -1.793 1.418 0.279 0.0708
H -2.465 0.013 1.120 0.0739
H -2.958 0.368 -0.547 0.0691
H -1.287 -1.517 -0.454 0.1134
H -0.667 -0.161 -1.378 0.1074
H 0.302 0.326 1.318 0.1169
H 2.196 -1.640 0.603 0.1004
H 1.392 -1.394 -1.026 0.1230
H 2.188 0.843 0.812 0.1488
H 1.317 2.044 -0.946 0.1040

---

2) 16
Properties=species:S:1:pos:R:3:lowdin_charge:R:1 method="wB97M-V/def2-TZVPD" gap_ev=9.3 lumo_energy_ev=0.9254
C -1.719 -0.260 -1.268 -0.1151
C -0.477 -1.066 -0.872 -0.2619
C 0.769 -0.269 -0.556 -0.0697
C 0.982 0.475 0.531 -0.3967
C 0.005 0.753 1.637 -0.0265
O 2.203 1.091 0.678 0.0173
H -2.527 -0.932 -1.580 0.0684
H -2.096 0.339 -0.432 0.0557
H -1.504 0.424 -2.094 0.0744
H -0.731 -1.717 -0.025 0.1056
H -0.234 -1.745 -1.697 0.0995
H 1.602 -0.338 -1.253 0.1106
H -0.055 1.834 1.814 0.0904
H 0.316 0.278 2.577 0.0891
H -0.998 0.397 1.395 0.0640
H 2.305 1.359 1.599 0.0950

---

Winner for stability: 2)